{"formula": "C16H11FeN3O4", "method": "ωB97M-V/def2-TZVPD", "total_charge": 2, "lumo_ev": [-8.7, -10.8], "e_above_lowest_kj_mol": 131.5, "spin_multiplicity": 5, "symbols": ["Fe", "O", "C", "C", "O", "C", "O", "C", "O", "C", "H", "H", "C", "H", "H", "N", "C", "C", "C", "C", "C", "C", "C", "N", "C", "C", "N", "C", "H", "H", "H", "H", "H", "H", "H"], "positions_angstrom": [[1.37916, -1.79283, -1.31482], [1.98610, -3.01845, 1.24761], [1.57281, -2.43627, 0.32689], [2.04556, -1.27319, -3.20399], [1.73348, -0.48497, -4.08732], [-0.06427, -2.78116, -1.77248], [-0.98063, -3.49426, -1.78668], [2.95237, -0.72940, -1.68054], [3.95944, -0.15024, -1.57505], [2.44462, -3.25216, -1.98098], [3.40839, -3.25310, -1.47604], [2.01950, -4.24279, -1.87945], [2.48296, -2.70191, -3.37791], [1.84282, -3.21874, -4.13330], [3.51368, -2.67020, -3.80099], [-3.39092, 4.67713, 5.46157], [-2.97713, 3.91965, 4.66495], [-2.46191, 3.06347, 3.63804], [-1.08680, 2.76887, 3.59837], [-0.57146, 2.02915, 2.53039], [-1.44292, 1.64542, 1.50066], [-2.80597, 1.92835, 1.52743], [-3.32296, 2.59180, 2.63462], [-0.90298, 0.99522, 0.36863], [-1.44832, 0.94114, -0.92282], [-0.61488, 0.15098, -1.65560], [0.36157, -0.36357, -0.79801], [0.21121, 0.22454, 0.40064], [-0.41024, 3.17395, 4.35816], [0.49857, 1.79784, 2.46644], [-3.43530, 1.60539, 0.69432], [-4.38991, 2.79436, 2.67215], [-2.32440, 1.50030, -1.22129], [-0.62370, -0.08508, -2.71313], [0.84245, 0.14077, 1.28954]], "forces_ev_per_a": [[-0.1417, 2.5819, -2.2170], [-1.9812, 2.6885, -3.7706], [2.9191, -4.9338, 7.9810], [1.3753, 4.2039, -5.9761], [0.0758, -2.2283, 3.4739], [-6.4244, -5.4506, 0.0674], [3.8442, 3.2042, -0.3627], [3.2058, 1.2673, 0.2622], [-2.4349, -1.1345, -0.4526], [1.4319, -1.8600, 0.0075], [0.0890, -0.1383, -0.1181], [-0.1573, -0.0952, 0.0011], [0.1107, -1.2920, -0.3178], [0.2183, 0.4240, 0.6965], [-0.4630, 0.3083, 0.2149], [1.0849, -2.0507, -2.0497], [-1.1164, 2.0049, 2.1544], [0.2251, -0.2967, -0.3845], [0.1955, -0.0964, -0.3698], [-0.3917, 0.2105, 0.1044], [-0.0710, 0.8462, 0.7632], [0.2154, -0.1902, 0.1722], [0.0853, 0.1384, -0.3135], [1.0415, -1.2792, -0.6999], [0.8350, -0.1287, 0.0281], [-0.7498, 0.2271, 0.5630], [-0.5669, 2.3631, 0.2427], [-1.5190, 0.6771, -0.0509], [-0.3729, -0.2638, -0.2395], [-0.4878, 0.3433, 0.1596], [0.0121, 0.1578, 0.4863], [0.2217, 0.0613, 0.1220], [0.1983, -0.0353, 0.1242], [-0.1690, 0.0414, 0.2429], [-0.3382, -0.2756, -0.5447]], "mulliken_spin": [2.861, 0.023, -0.003, 0.120, 0.465, -0.074, 0.027, 0.070, 0.219, -0.097, 0.013, 0.010, 0.178, 0.012, 0.019, 0.013, -0.002, 0.018, -0.009, 0.011, 0.002, 0.017, -0.008, 0.043, 0.010, 0.039, 0.012, 0.014, 0.000, 0.000, -0.001, 0.000, -0.001, -0.003, 0.004]}